This record from OMol25 describes 4 unconnected molecules or ions with the total composition C47H98N2O15P3 at a distorted geometry. The level of theory is the ωB97M-V functional and the def2-TZVPD basis.

Cartesian coordinates (Å):
C (13.4668, -2.6477, -0.7509)
C (12.8578, -2.8157, -2.1605)
C (13.5372, -1.9232, -3.2112)
C (13.2500, -0.4308, -3.0302)
C (11.7592, -0.0780, -3.0552)
C (11.5035, 1.4370, -3.0020)
C (10.2020, 1.8336, -3.7597)
C (9.2322, 2.7026, -2.9276)
C (7.8024, 2.1524, -2.9436)
C (6.8425, 2.9677, -2.0475)
C (5.7421, 3.7307, -2.8248)
C (4.3464, 3.1303, -2.5888)
C (3.6354, 3.7231, -1.3576)
C (2.7277, 2.7186, -0.6322)
C (1.5056, 2.2944, -1.4706)
C (0.2745, 3.2172, -1.2329)
C (-1.0065, 2.4397, -0.8057)
C (-2.1123, 2.6385, -1.8448)
C (-3.4903, 2.1548, -1.3413)
C (-4.5014, 2.4082, -2.4635)
C (-5.8068, 1.6670, -2.3890)
N (-6.8405, 2.0420, -3.2369)
C (-7.9069, 1.2947, -2.9845)
N (-7.6194, 0.4280, -2.0215)
C (-8.6361, -0.4980, -1.5251)
C (-8.0303, -1.9157, -1.3407)
C (-8.2155, -2.5137, 0.0207)
O (-8.9558, -2.9269, -1.1548)
C (-6.2942, 0.6388, -1.6245)
C (-5.5926, -0.1360, -0.5520)
C (-4.6106, -1.2272, -1.0972)
C (-4.4056, -1.1913, -2.5991)
O (-3.5992, -0.4646, -3.0801)
O (-5.1140, -2.0378, -3.4221)
H (12.7270, -2.8661, 0.0195)
H (13.8738, -1.6460, -0.6075)
H (14.2902, -3.3560, -0.6397)
H (11.7834, -2.6241, -2.1310)
H (12.9605, -3.8724, -2.4226)
H (14.6109, -2.1327, -3.1814)
H (13.1707, -2.2610, -4.1870)
H (13.7081, -0.0449, -2.1153)
H (13.7084, 0.0934, -3.8764)
H (11.2558, -0.5665, -2.2154)
H (11.3253, -0.5079, -3.9647)
H (12.3333, 1.9193, -3.5278)
H (11.4901, 1.7888, -1.9697)
H (9.6881, 0.9105, -4.0412)
H (10.4921, 2.3397, -4.6812)
H (9.2337, 3.7154, -3.3464)
H (9.5891, 2.8038, -1.8989)
H (7.8444, 1.1064, -2.6257)
H (7.4508, 2.1741, -3.9795)
H (6.3838, 2.3477, -1.2726)
H (7.4570, 3.7020, -1.5176)
H (5.7709, 4.7749, -2.4999)
H (5.9457, 3.7365, -3.8980)
H (3.7529, 3.3433, -3.4842)
H (4.4161, 2.0411, -2.4992)
H (4.4008, 4.1012, -0.6735)
H (3.0107, 4.5679, -1.6701)
H (2.4128, 3.1895, 0.3055)
H (3.3504, 1.8609, -0.3577)
H (1.2875, 1.2526, -1.2287)
H (1.8007, 2.3735, -2.5191)
H (0.1074, 3.7554, -2.1684)
H (0.5574, 3.9433, -0.4689)
H (-0.7255, 1.3899, -0.7237)
H (-1.3105, 2.8388, 0.1655)
H (-2.1560, 3.6543, -2.2428)
H (-1.8670, 1.9596, -2.6722)
H (-3.3403, 1.0996, -1.1351)
H (-3.7268, 2.7169, -0.4338)
H (-4.0002, 2.1780, -3.4087)
H (-4.7490, 3.4756, -2.4625)
H (-6.7805, 2.7802, -3.9229)
H (-8.8566, 1.3960, -3.4846)
H (-9.0595, -0.2120, -0.5669)
H (-9.3810, -0.7032, -2.2934)
H (-7.0968, -2.1295, -1.8591)
H (-7.5760, -3.3200, 0.3497)
H (-8.7946, -1.8739, 0.6747)
H (-5.0759, 0.5775, 0.0834)
H (-6.2955, -0.6542, 0.1000)
H (-4.8736, -2.2359, -0.7783)
H (-3.6366, -1.0124, -0.6571)
H (-5.9376, -1.6039, -3.6779)
O (-0.8301, 3.4540, -8.4655)
P (-2.1323, 3.4202, -7.7616)
O (-2.8359, 2.0223, -8.2063)
C (-2.1625, 0.7923, -7.9192)
C (-2.0595, 0.5254, -6.4285)
O (-2.9899, 4.4864, -8.6577)
C (-2.3437, 5.6286, -9.2395)
C (-2.2329, 5.4559, -10.7381)
O (-3.0110, 3.6871, -6.4253)
C (-4.3979, 4.0030, -6.4150)
C (-5.2917, 2.7870, -6.5601)
H (-1.1726, 0.7969, -8.3804)
H (-2.7425, 0.0035, -8.3974)
H (-1.4245, 1.2708, -5.9390)
H (-1.6318, -0.4599, -6.2444)
H (-3.0399, 0.5750, -5.9537)
H (-1.3630, 5.7920, -8.7941)
H (-2.9590, 6.5007, -9.0079)
H (-1.7353, 4.5193, -10.9878)
H (-1.6741, 6.2794, -11.1841)
H (-3.2251, 5.4220, -11.1906)
H (-4.6551, 4.7697, -7.1406)
H (-4.5734, 4.4548, -5.4334)
H (-5.3218, 2.4291, -7.5870)
H (-6.3187, 3.0434, -6.2772)
H (-4.9461, 1.9660, -5.9271)
O (-2.0645, -2.5137, 1.7588)
P (-1.5626, -3.4333, 2.8140)
O (-0.8384, -2.4874, 3.9164)
C (-1.6034, -1.4787, 4.5794)
C (-2.6790, -2.0688, 5.4704)
O (-0.2340, -4.0375, 2.0667)
C (-0.2266, -4.2447, 0.6524)
C (0.6652, -3.2213, -0.0187)
O (-1.7979, -4.7322, 3.7166)
C (-0.7615, -5.5858, 4.2369)
C (-0.1162, -5.0525, 5.4959)
H (-2.0393, -0.7986, 3.8419)
H (-0.9009, -0.9018, 5.1799)
H (-3.4325, -2.5986, 4.8776)
H (-3.1798, -1.2852, 6.0389)
H (-2.2548, -2.7880, 6.1689)
H (-1.2371, -4.2055, 0.2449)
H (0.1601, -5.2504, 0.4741)
H (0.3724, -2.2078, 0.2572)
H (0.6201, -3.3168, -1.1051)
H (1.6998, -3.3531, 0.2999)
H (-0.0204, -5.8320, 3.4823)
H (-1.2681, -6.5226, 4.4740)
H (0.5768, -4.2411, 5.2781)
H (0.4506, -5.8489, 5.9801)
H (-0.8634, -4.6795, 6.1960)
O (-3.0136, -2.6162, 9.1404)
P (-3.4018, -2.2499, 10.5252)
O (-2.5336, -3.2199, 11.4981)
C (-1.1070, -3.1657, 11.4364)
C (-0.5600, -1.8327, 11.9112)
O (-4.8589, -2.9979, 10.6310)
C (-5.7050, -3.0959, 9.4841)
C (-5.7406, -4.5245, 8.9840)
O (-3.7772, -1.1105, 11.5890)
C (-4.6430, -1.2859, 12.7232)
C (-3.9589, -1.9178, 13.9146)
H (-0.7718, -3.3805, 10.4184)
H (-0.7392, -3.9662, 12.0777)
H (-0.8637, -1.0221, 11.2417)
H (0.5293, -1.8567, 11.9457)
H (-0.9379, -1.5898, 12.9037)
H (-5.3774, -2.4176, 8.6958)
H (-6.7056, -2.7831, 9.7918)
H (-4.7338, -4.8977, 8.7974)
H (-6.3201, -4.6009, 8.0621)
H (-6.1902, -5.1772, 9.7335)
H (-5.5544, -1.8151, 12.4611)
H (-4.9526, -0.2750, 12.9942)
H (-3.8221, -2.9891, 13.7760)
H (-4.5728, -1.7764, 14.8053)
H (-2.9801, -1.4725, 14.0901)

Force components x, y, z for each atom (eV/Å):
C -0.1 -0.2 -0.5
C 0.2 0.0 0.5
C -0.5 -0.6 0.3
C -0.1 -0.1 -0.4
C 0.3 -0.1 0.3
C -0.1 -0.3 -1.0
C 0.2 -0.1 0.9
C 0.1 0.1 -0.6
C 0.1 0.1 0.3
C 0.3 0.4 -0.4
C 0.0 -0.3 0.4
C -0.2 0.6 -0.3
C -0.1 -0.4 -0.1
C 0.5 0.3 0.0
C 0.4 0.5 0.5
C 0.5 -0.8 -0.1
C 0.6 1.3 -0.5
C -0.2 -1.2 0.2
C 0.8 0.7 -0.5
C -0.2 -0.3 0.5
C 0.0 0.1 -0.1
N 0.1 -0.4 0.6
C -0.2 0.2 -0.4
N -0.3 0.7 -0.5
C 0.9 -2.2 -0.2
C 0.7 0.6 1.6
C -0.2 0.0 -1.7
O -0.4 0.2 0.0
C 0.1 0.2 0.3
C -0.3 -0.6 -0.2
C 0.2 -0.1 0.2
C 0.3 0.1 0.1
O 0.6 0.6 -0.4
O -0.5 -0.1 0.6
H 0.1 0.1 0.1
H -0.1 0.0 0.1
H 0.0 0.1 0.1
H 0.0 0.1 -0.1
H 0.0 0.1 -0.2
H 0.0 0.2 -0.1
H 0.1 0.2 -0.1
H 0.0 0.0 0.0
H 0.1 0.1 0.2
H -0.1 0.1 -0.1
H 0.0 0.1 0.0
H 0.1 0.1 0.3
H 0.0 0.0 0.0
H 0.0 0.1 -0.1
H -0.2 0.0 0.0
H -0.1 0.0 0.2
H -0.1 -0.1 0.0
H -0.1 0.0 -0.1
H -0.1 -0.2 0.1
H 0.0 0.0 -0.1
H -0.1 -0.1 0.1
H -0.3 0.0 -0.1
H 0.2 -0.1 0.1
H -0.1 -0.2 0.1
H 0.1 0.0 0.0
H -0.1 0.0 0.1
H 0.2 0.1 0.0
H -0.1 -0.2 0.0
H -0.2 -0.1 0.0
H -0.2 0.0 -0.2
H -0.1 -0.4 0.0
H -0.2 0.2 0.2
H -0.2 0.1 -0.1
H -0.4 -0.1 0.2
H -0.2 -0.3 0.0
H 0.0 0.1 0.2
H 0.0 0.3 -0.2
H -0.3 0.0 0.1
H -0.3 -0.3 0.0
H -0.2 0.0 -0.1
H 0.1 0.0 -0.1
H 0.0 0.0 -0.1
H 0.0 -0.1 0.1
H -0.2 0.5 -0.2
H -0.2 0.8 0.0
H -0.3 -0.2 -0.3
H 0.1 0.3 0.5
H 0.1 -0.5 0.5
H 0.2 -0.1 -0.1
H -0.2 0.2 -0.1
H -0.3 0.1 0.0
H 0.0 -0.2 -0.1
H 0.0 -0.1 -0.2
O 1.2 0.0 3.1
P -4.1 0.3 -4.9
O 0.3 0.4 0.6
C 0.2 -0.4 0.0
C 0.0 0.2 0.0
O 0.0 -0.2 0.6
C 0.1 0.1 -0.4
C -0.1 -0.1 -0.1
O 2.6 -0.3 0.8
C -0.7 0.3 0.6
C 0.0 -0.2 -0.2
H 0.0 0.1 0.0
H -0.1 0.1 -0.1
H 0.0 -0.1 0.0
H 0.0 0.0 0.0
H 0.0 -0.1 0.0
H 0.0 -0.1 0.0
H -0.1 -0.1 0.1
H 0.1 0.0 0.1
H 0.0 0.0 0.0
H 0.0 0.1 0.0
H 0.3 -0.1 -0.2
H 0.2 -0.1 0.0
H 0.1 -0.1 0.0
H 0.0 0.1 0.0
H 0.0 0.0 0.0
O -3.0 -1.2 0.9
P 6.5 0.6 -0.4
O -0.7 -0.4 -0.2
C -0.2 0.3 0.2
C 0.0 -0.2 -0.1
O -0.4 -0.1 0.3
C 0.2 0.2 -0.2
C 0.1 0.1 0.0
O -2.5 0.9 -0.9
C 0.2 -0.9 0.5
C 0.1 0.4 -0.1
H 0.0 -0.1 -0.1
H 0.1 -0.1 -0.1
H 0.0 0.1 0.0
H 0.0 0.0 0.0
H 0.0 0.1 0.1
H 0.0 0.1 0.1
H 0.0 0.0 0.1
H -0.1 0.0 0.0
H 0.0 0.0 0.0
H 0.0 0.0 0.0
H -0.1 0.4 -0.2
H -0.2 0.1 -0.1
H 0.0 0.0 0.0
H -0.1 -0.1 -0.1
H 0.0 -0.1 0.0
O 1.1 3.2 -0.1
P -2.9 -5.3 2.2
O 0.0 0.7 -0.3
C 0.4 0.0 0.0
C -0.1 0.1 -0.1
O 0.3 0.4 0.2
C -0.1 -0.3 -0.1
C 0.0 -0.2 0.1
O 1.5 1.1 -2.1
C -0.5 0.5 0.8
C 0.2 -0.4 -0.1
H -0.1 0.0 0.0
H -0.2 0.0 0.0
H 0.1 0.0 0.0
H 0.0 0.0 0.0
H 0.0 0.0 0.0
H 0.1 0.0 0.0
H 0.0 0.0 0.1
H 0.0 0.1 -0.1
H 0.0 0.0 0.0
H 0.0 0.0 0.0
H 0.2 -0.2 -0.3
H 0.2 0.1 -0.2
H 0.0 0.0 0.0
H 0.0 0.1 -0.1
H -0.1 0.1 0.0

Lowest unoccupied orbital energy in eV: -2.74
Frontier orbital gap in eV: 8.5
Charge: +1